DFT (ωB97M-V with the def2-TZVPD basis set) results for a molecular structure, C38H40AuGe2NO3S.

Geometry as XYZ:
```
86
Properties=species:S:1:pos:R:3:forces:R:3
Au -0.26936 0.20391 -0.59506 0.2 -0.1 0.0
C 4.01071 1.49980 1.17728 0.0 0.0 0.0
C 2.60020 0.91313 1.08332 0.1 0.0 0.1
Ge 1.56051 1.76913 -0.33367 -0.2 -0.1 -0.3
C 0.90764 3.53125 0.24685 0.0 0.1 0.0
C 1.73958 4.68636 -0.31437 0.0 0.0 0.0
C 2.58331 1.93493 -1.96961 0.0 0.1 0.0
C 2.36444 1.12101 -3.00817 0.1 0.0 -0.1
Ge 0.83667 -0.13206 -2.79692 -0.1 0.2 0.2
C 1.21355 -2.04100 -3.03438 0.0 -0.1 0.1
C 1.76345 -2.56533 -4.35977 0.0 0.0 0.0
C -0.71703 0.45728 -3.87924 -0.1 0.0 -0.1
C -0.62628 0.52577 -5.40321 0.0 0.0 0.0
C 3.19140 1.18202 -4.24857 0.0 0.0 0.0
C 2.78496 0.51097 -5.39808 0.0 0.0 0.0
C 3.52057 0.56406 -6.57432 0.0 0.0 0.0
C 4.69703 1.29194 -6.62299 0.0 0.0 0.0
C 5.13085 1.95660 -5.48158 0.0 0.0 0.0
C 4.39115 1.89894 -4.31410 0.0 0.0 0.0
H 4.59373 0.99788 1.95156 0.0 0.0 0.0
H 3.99475 2.56603 1.41863 0.0 0.0 0.0
H 4.55023 1.38261 0.23553 0.0 0.0 0.0
H 2.06070 1.04463 2.02473 0.0 0.0 0.0
H 2.63251 -0.16069 0.89317 0.0 0.0 0.0
H 0.92355 3.54260 1.34113 0.0 0.0 0.0
H -0.13706 3.62851 -0.05360 0.0 0.0 0.0
H 2.80639 4.55230 -0.12127 0.0 0.0 0.0
H 1.44906 5.64286 0.12547 0.0 0.0 0.0
H 1.61628 4.76804 -1.39526 0.0 0.0 0.0
H 3.35988 2.69669 -2.02169 0.0 0.0 0.0
H 0.25148 -2.51627 -2.81683 0.0 0.0 0.0
H 1.87232 -2.33145 -2.21398 0.0 0.0 0.0
H 1.09356 -2.35811 -5.19807 0.0 0.0 0.0
H 1.89510 -3.64832 -4.31073 0.0 0.0 0.0
H 2.73615 -2.13466 -4.59719 0.0 0.0 0.0
H -0.99067 1.43788 -3.48100 0.0 0.0 0.0
H -1.52339 -0.22435 -3.58938 0.0 0.0 0.0
H 0.13649 1.23229 -5.73258 0.0 0.0 0.0
H -1.57580 0.84957 -5.83603 0.0 0.0 0.0
H -0.38857 -0.44663 -5.84039 0.0 0.0 0.0
H 1.87134 -0.06653 -5.38164 0.0 0.0 0.0
H 3.17024 0.03147 -7.44944 0.0 0.0 0.0
H 5.27747 1.33614 -7.53539 0.0 0.0 0.0
H 6.05728 2.51658 -5.50069 0.0 0.0 0.0
H 4.76564 2.40785 -3.43624 0.0 0.0 0.0
O -1.48961 -1.78622 -0.41762 0.1 0.2 -0.2
C -0.69140 -2.57485 0.15051 0.0 0.0 0.1
N 0.58879 -2.33423 0.36086 -0.1 0.1 -0.1
S 1.32822 -3.56961 1.11251 0.1 0.0 0.0
O 2.21332 -4.25975 0.21385 0.0 0.0 0.0
O 1.85069 -3.15001 2.38443 0.0 0.0 0.0
C -0.14065 -4.54721 1.34090 0.0 0.0 0.1
C -0.32886 -5.74731 1.99451 0.0 0.0 0.0
C -1.61587 -6.27475 1.99963 0.0 0.0 0.0
C -2.66504 -5.61336 1.36548 0.0 0.0 0.0
C -2.45422 -4.40168 0.71735 0.0 0.0 -0.1
C -1.17476 -3.87841 0.71921 0.0 0.0 0.0
H 0.49071 -6.25639 2.48349 0.0 0.0 0.0
H -1.80531 -7.21475 2.50187 0.0 0.0 0.0
H -3.65435 -6.05357 1.37805 0.0 0.0 0.0
H -3.25502 -3.87366 0.21453 0.0 0.0 0.0
C -1.30466 0.82473 1.10367 -0.1 -0.3 0.2
C -1.95494 0.90206 2.15181 0.1 0.3 -0.2
C -2.68929 0.98201 3.29537 -0.1 -0.2 0.2
C -3.04386 -0.26931 3.96366 0.1 0.1 -0.1
C -3.14124 -1.44148 3.20105 0.0 -0.1 0.0
C -3.43101 -2.64353 3.81794 0.0 0.0 0.0
C -3.59223 -2.69591 5.19665 0.0 0.0 0.0
C -3.45891 -1.54679 5.96572 0.0 0.0 0.0
C -3.19146 -0.33558 5.35488 0.0 0.0 0.0
C -3.08042 2.28920 3.81671 0.0 -0.1 -0.1
C -2.32398 3.41532 3.46971 0.0 0.0 0.0
C -2.68254 4.66406 3.93894 0.0 0.0 0.0
C -3.81050 4.80522 4.73858 0.0 0.0 0.0
C -4.58671 3.70035 5.06288 0.0 0.0 0.0
C -4.22491 2.44502 4.60774 0.0 0.0 0.0
H -2.98384 -1.39729 2.12985 0.0 0.0 0.0
H -3.51521 -3.54365 3.22509 0.0 0.0 0.0
H -3.80705 -3.64152 5.67737 0.0 0.0 0.0
H -3.55010 -1.59851 7.04211 0.0 0.0 0.0
H -3.04396 0.54946 5.95804 0.0 0.0 0.0
H -1.45030 3.29128 2.84287 0.0 0.0 0.0
H -2.08715 5.52860 3.67896 0.0 0.0 0.0
H -4.09228 5.78478 5.10251 0.0 0.0 0.0
H -5.47872 3.81894 5.66268 0.0 0.0 0.0
H -4.85339 1.59265 4.82340 0.0 0.0 0.0
```
Forces are in eV/Å.

LUMO level in eV: -2.64
Strongest force on any atom in eV/Å: 0.39
Orbital gap in eV: 5.58
M in Da: 933.00

These are the Löwdin partial charges, in e, on atoms 1 to 5: Au 0.720; C -0.174; C -0.367; Ge 0.769; C -0.382

---

DFT (ωB97M-V with the def2-TZVPD basis set) results for a molecular structure, C23H42Cl3FeN4O3SSi in a non-equilibrium geometry.

Geometry as XYZ:
```
78
Properties=species:S:1:pos:R:3:forces:R:3
C -1.86693 5.28354 -0.10014 -1.0 0.5 -0.1
C -0.98515 4.59270 0.86399 0.4 -0.5 0.4
H -2.18479 6.25779 0.28726 0.1 -0.1 -0.3
H -2.77012 4.71567 -0.35179 0.2 0.0 0.1
H -1.31300 5.41832 -1.04193 -0.1 0.1 0.2
C -0.45093 5.17452 1.94064 0.4 0.1 -0.3
C -0.90014 6.48202 2.48749 -0.3 0.9 0.4
H 0.44704 4.80098 2.43432 -0.6 -0.3 -0.2
H -1.97995 6.44714 2.74758 0.6 0.2 -0.2
H -0.71652 7.31075 1.77077 -0.2 -0.3 0.5
H -0.34820 6.69771 3.42177 -0.3 0.1 -0.5
Fe 1.72729 -1.26696 -1.39988 -0.4 -1.7 -0.8
Cl 2.58527 -1.40248 -3.44076 0.5 0.0 -0.3
Cl -2.48953 -2.15230 -2.49220 -0.2 -0.5 -0.2
H 0.04355 -7.29535 -2.37061 0.0 0.2 0.4
H 0.75600 -6.99860 -4.53614 0.1 0.4 -0.2
C 0.05322 -6.24213 -2.05391 -0.6 -0.7 -0.1
C 0.55735 -5.91838 -4.48997 0.0 -0.1 0.1
N 0.69788 -5.49826 -3.10449 0.0 0.4 0.2
H 0.59135 -6.09920 -1.11393 -0.1 -0.2 -0.2
C 1.13749 -4.28245 -2.75929 -0.1 0.3 0.6
O 1.02570 -3.84282 -1.59751 0.7 0.3 -1.2
H 1.26250 -5.34930 -5.10880 -0.1 -0.3 0.1
H 1.61169 -3.73803 -3.59071 -0.1 0.2 0.3
H -0.98030 -5.89947 -1.89654 0.2 -0.1 0.0
H -0.45751 -5.74864 -4.88053 0.2 0.0 0.2
H -3.37201 1.18282 1.84922 0.0 -0.1 0.3
H -1.39582 2.04703 3.90711 -0.2 -0.3 0.2
C -3.53258 0.57759 2.75415 -0.3 0.2 -0.3
C -1.74955 1.11222 4.36720 0.1 -0.1 -0.3
N -2.28314 0.20404 3.36765 0.2 -0.2 0.0
H -4.07246 -0.32108 2.45442 0.0 0.1 0.1
C -1.61437 -0.89901 2.92835 -0.1 -0.2 -0.3
O -2.03902 -1.70932 2.11070 0.4 0.8 0.8
H -0.90973 0.62665 4.87236 -0.1 0.2 0.0
H -0.60323 -0.97990 3.39022 -0.3 -0.1 -0.1
H -4.10922 1.17032 3.47372 0.0 -0.2 -0.2
H -2.53316 1.36157 5.09497 0.2 -0.2 -0.1
O -1.61521 2.34494 0.15569 -0.2 0.3 0.6
C -0.59650 3.18996 0.39583 1.1 0.9 0.6
C 0.80813 2.54369 2.46049 0.9 -0.7 0.0
C 0.64899 2.63765 1.08061 -0.7 0.6 -0.1
H 0.09196 2.99473 3.14176 0.0 -0.6 -0.2
C 1.99546 1.96660 2.96264 -0.6 0.5 -0.3
H -0.30560 3.37925 -0.65199 0.3 0.0 -0.5
C 1.66900 2.29104 0.21895 0.6 0.2 -0.2
H 2.07643 1.80655 4.04052 0.3 0.2 -0.3
C 3.00699 1.60354 2.07278 0.1 -0.6 0.2
C 2.83192 1.71398 0.69696 0.0 0.6 0.1
H 1.50985 2.42868 -0.85762 0.4 0.2 0.7
H 3.92206 1.15189 2.45139 -0.1 0.1 0.0
H 3.55510 1.34699 -0.02991 0.1 0.2 0.3
Si -2.75706 -0.08983 -2.31918 0.6 -0.1 -0.7
Cl 0.49792 0.37189 -1.06015 -2.4 1.0 -1.1
C -2.97949 0.10109 -0.47913 0.2 0.2 0.2
C -1.37934 0.48711 -3.54159 0.1 0.0 0.9
C -4.31408 0.58631 -3.09612 -0.1 0.0 0.4
H -2.03110 -0.04341 0.06049 -0.5 0.1 -0.1
H -3.72498 -0.61026 -0.07160 0.4 0.2 -0.5
H -3.35451 1.12223 -0.30925 0.1 -0.4 0.1
H -4.92607 1.01624 -2.29096 -0.1 -0.2 -0.3
H -4.85462 -0.20100 -3.62282 -0.2 0.2 -0.1
H -4.03023 1.39824 -3.76949 -0.2 -0.1 -0.1
H -0.44404 -0.07232 -3.42168 -0.4 0.1 0.0
H -1.13269 1.54822 -3.41451 -0.1 -0.1 -0.1
H -1.73334 0.32431 -4.56084 -0.3 0.0 0.0
S 1.73469 -1.28057 0.93756 1.0 -0.2 0.8
C 3.27722 -1.88537 0.63785 -0.2 -1.0 0.0
N 3.78330 -2.83135 1.43824 0.1 -0.4 0.2
C 4.78750 -3.64416 0.75588 0.3 -0.4 1.1
C 4.97093 -2.94165 -0.57731 0.4 0.2 -0.4
N 4.07702 -1.80394 -0.47295 -0.5 0.7 0.2
H 3.23460 -3.15501 2.23536 0.3 0.1 -0.7
H 4.47548 -4.68714 0.63034 -0.1 0.2 0.1
H 5.67424 -3.63615 1.38871 0.3 -0.2 -0.3
H 4.70293 -3.56220 -1.43234 -0.1 -0.1 0.0
H 5.99146 -2.60670 -0.73346 0.2 0.0 0.1
H 4.01673 -1.12376 -1.24391 -0.2 -0.4 0.7
```
Forces are in eV/Å.

LUMO level (alpha / beta) in eV: 0.25 / -1.09
Spin multiplicity: 6
Strongest force on any atom in eV/Å: 2.79
Orbital gap (alpha / beta) in eV: 8.11 / 7.05
M in Da: 644.97
ΔE to the lowest compared entry with this formula, charge and spin in kJ/mol: 456.6

These are the Löwdin partial charges, in e, on atoms 1 to 5: C -0.045; C -0.235; H 0.073; H 0.087; H 0.100

---

DFT (ωB97M-V with the def2-TZVPD basis set) results for a molecular structure, C5H11N3Si in a non-equilibrium geometry.

Geometry as XYZ:
```
20
Properties=species:S:1:pos:R:3:forces:R:3
C 0.54154 -2.48072 -3.14340 -1.6 -1.3 0.6
C -0.35751 -0.65941 -3.31974 -0.7 2.9 -0.3
C 0.74354 -0.73727 1.89576 0.0 -0.5 0.4
C 0.03417 2.19818 1.71354 -0.6 -0.8 -2.1
C -1.52914 -0.61427 -1.14048 2.6 -0.1 1.7
N 0.44822 -1.43200 -3.92831 1.5 0.3 -2.5
N -0.23053 -2.38319 -2.06434 0.6 -1.1 0.7
N -0.77148 -1.15899 -2.16688 0.8 -0.7 -0.7
Si 0.48896 0.72098 0.65821 -0.9 -1.8 0.4
H 0.84226 -3.38487 -3.62517 0.8 -0.7 0.8
H -0.60708 0.29430 -3.73647 -0.4 0.5 0.3
H -0.10464 -1.30748 2.43018 0.9 1.3 -1.3
H 1.33318 -1.52451 1.35297 -0.2 0.7 0.8
H 1.31203 -0.25034 2.74583 -0.1 -0.7 -0.9
H 0.84735 2.68320 2.12110 2.4 0.6 1.0
H -0.29493 2.95167 1.02301 -1.2 0.5 0.0
H -0.58787 1.92740 2.52505 -1.2 0.0 0.5
H -2.01976 -1.45005 -0.72435 -0.5 -0.5 1.4
H -2.17765 0.11419 -1.44551 -1.4 2.0 -0.8
H 1.76935 1.08862 -0.10090 -0.8 -0.5 0.1
```
Forces are in eV/Å.

LUMO level (alpha / beta) in eV: -0.59 / -0.59
Strongest force on any atom in eV/Å: 3.10
Orbital gap (alpha / beta) in eV: 7.25 / 7.24
M in Da: 141.25
ΔE to the lowest compared entry with this formula, charge and spin in kJ/mol: 481.4

These are the Löwdin partial charges, in e, on atoms 1 to 5: C -0.236; C -0.216; C -0.299; C -0.272; C -0.019